A cluster of 2 separate species, C21H51BN2O3P in total. Source: the OMol25 dataset; level of theory: ωB97M-V/def2-TZVPD.

Positions of all 79 atoms, in Å:
C1 4.1464 3.8492 0.8784
C2 5.2758 3.5603 -0.2775
C3 4.6799 3.3075 -1.7831
C4 3.3913 2.2987 -1.8649
C5 3.4459 1.0107 -0.8532
C6 4.8791 0.2173 -0.8087
C7 4.9550 -1.1249 -1.7496
C8 5.7330 -2.2800 -0.8679
C9 5.6065 -3.7953 -1.5163
C10 4.0667 -4.3197 -1.7169
P1 2.9730 -4.2524 -0.1538
C11 1.8681 -2.6562 -0.1689
C12 0.8915 -2.7058 -1.5092
C13 -0.6071 -3.3062 -1.2231
C14 -1.7143 -2.0945 -1.5444
C15 -3.2181 -2.5137 -1.0064
O1 -4.2516 -1.5512 -1.4671
C16 -4.1563 -0.2938 -0.6928
C17 -5.5259 0.0196 0.1793
B1 3.8953 -4.5329 1.5000
N1 5.3889 -4.7213 1.6896
O2 3.0643 -4.5731 2.7543
H1 3.0367 3.8015 0.4966
H2 4.2494 2.9645 1.6729
H3 4.3292 4.8375 1.4777
H4 5.9359 4.5526 -0.3453
H5 6.0455 2.7196 0.0778
H6 4.4536 4.3111 -2.3887
H7 5.5548 2.7818 -2.4022
H8 3.2927 1.9013 -2.9690
H9 2.4254 2.9722 -1.6809
H10 2.6393 0.2323 -1.2637
H11 3.0773 1.3150 0.2156
H12 5.8199 0.8674 -1.0561
H13 5.0227 -0.1452 0.3193
H14 5.6676 -0.8477 -2.6657
H15 3.8976 -1.4384 -2.1406
H16 5.4690 -2.2795 0.2737
H17 6.8925 -2.0030 -0.9303
H18 6.0716 -3.7070 -2.6124
H19 6.3133 -4.5585 -0.9486
H20 3.5648 -3.5958 -2.5141
H21 4.0838 -5.3882 -2.2395
H22 2.0174 -5.3620 -0.2786
H23 1.1599 -2.7604 0.7568
H24 2.4870 -1.6673 -0.0770
H25 1.3740 -3.3459 -2.3746
H26 0.7349 -1.6065 -1.9346
H27 -0.7980 -3.6556 -0.1205
H28 -0.8850 -4.2362 -1.9128
H29 -1.7077 -1.8048 -2.6926
H30 -1.3476 -1.1496 -0.9559
H31 -3.4430 -3.6317 -1.3328
H32 -3.1609 -2.5407 0.1833
H33 -3.2781 -0.3655 0.1014
H34 -3.9638 0.6187 -1.4319
H35 -6.5213 -0.2937 -0.3726
H36 -5.5841 1.2054 0.3010
H37 -5.4563 -0.4019 1.2863
H38 5.9113 -3.8205 1.7558
H39 5.8083 -5.3864 1.0036
H40 3.5860 -5.1926 3.3776
C18 -8.7454 4.4930 3.3262
C19 -7.2359 4.2706 3.2864
C20 -6.6230 4.4518 1.8783
O3 -6.8402 3.3444 0.9979
C21 -8.0975 3.3554 0.3396
N2 -6.9338 2.9427 3.8394
H41 -9.3061 3.6606 2.8920
H42 -9.0870 4.5998 4.3622
H43 -9.0211 5.4074 2.7906
H44 -6.7827 5.0255 3.9399
H45 -5.5356 4.5275 1.9921
H46 -6.9512 5.3887 1.4126
H47 -8.4262 4.3698 0.0927
H48 -8.8460 2.8498 0.9531
H49 -7.9986 2.7891 -0.5901
H50 -5.9207 2.8347 3.8939
H51 -7.2116 2.2506 3.1368

Values from the calculation:
Net charge ... +1
Maximum force ... 5.3 eV/Å
M ... 421.436 u
Calculated total energy ... -41678.605 eV

---

A structure of composition C4H6O8SZn. Source: the OMol25 dataset; level of theory: ωB97M-V/def2-TZVPD.

Positions of all 20 atoms, in Å:
Zn1 2.9705 -6.5676 4.9020
C1 1.9257 -8.7279 1.7233
C2 2.4655 -7.8422 2.8540
O1 2.1053 -6.6900 3.0252
O2 3.2446 -8.2697 3.6992
H1 2.6093 -8.5286 0.8981
H2 0.9476 -8.3020 1.4998
H3 1.7342 -9.7520 2.0438
C3 4.4973 -2.9020 4.7055
C4 3.8998 -4.2575 4.9388
O3 4.6238 -5.2272 4.8539
O4 2.7038 -4.4631 5.2149
H4 3.8114 -2.1266 5.0466
H5 4.7108 -2.6849 3.6589
H6 5.3929 -2.9807 5.3217
S1 2.2175 -7.6576 7.1503
O5 1.8620 -9.0664 7.3217
O6 1.4483 -7.0333 6.0514
O7 2.1532 -6.8654 8.3417
O8 3.4805 -7.5354 6.4750

Values from the calculation:
Energy above the lowest of the compared OMol25 structures with the same formula, charge and spin ... 149.13 kJ/mol
Net charge ... -2
Maximum force ... 6.4 eV/Å
M ... 279.541 u
Calculated total energy ... -79881.488 eV

---

A structure of composition C3H2MgO3Rb. Source: the OMol25 dataset; level of theory: ωB97M-V/def2-TZVPD.

Positions of all 10 atoms, in Å:
O1 -1.1204 2.0475 -2.5312
C1 -0.4615 1.0455 -2.3069
O2 -1.4678 -0.9063 0.8879
C2 -0.7851 -0.8567 1.9129
C3 0.7271 -0.5526 1.8254
O3 1.2578 -0.3386 0.7320
Mg1 -0.2730 -0.1706 -0.4854
H1 -1.1544 -0.9975 2.9288
H2 1.2404 -0.5635 2.7869
Rb1 2.0370 1.2928 -5.7505

Values from the calculation:
Energy above the lowest of the compared OMol25 structures with the same formula, charge and spin ... 0.00 kJ/mol
Maximum force ... 9.7 eV/Å
M ... 195.819 u
Calculated total energy ... -15382.348 eV
2S+1 ... 2

---

The molecule C26H29N5O3. Source: the OMol25 dataset; level of theory: ωB97M-V/def2-TZVPD.

Positions of all 63 atoms, in Å:
O1 4.4459 0.1123 -1.6011
C1 4.0921 -0.3711 -0.5512
N1 4.0094 0.3024 0.6140
H1 3.6337 -0.1941 1.4125
C2 4.0438 1.7468 0.6647
H2 4.6999 2.0769 -0.1442
C3 2.6513 2.3580 0.4717
H3 2.2330 1.9650 -0.4569
H4 2.7515 3.4396 0.3710
C4 1.7127 2.0294 1.6448
N2 0.3208 2.3915 1.4884
C5 -0.3827 1.6893 0.4326
C6 -1.8806 1.9267 0.6208
O2 -2.1838 3.3006 0.5634
C7 -1.4618 4.0130 1.5414
C8 0.0480 3.8119 1.3852
H5 0.5728 4.3371 2.1858
H6 0.3642 4.2274 0.4133
H7 -1.7296 5.0632 1.4131
H8 -1.7636 3.6753 2.5444
H9 -2.4512 1.4511 -0.1783
H10 -2.1912 1.5124 1.5923
H11 -0.1672 0.6234 0.5055
H12 -0.0980 2.0425 -0.5726
H13 1.7262 0.9513 1.8314
H14 2.0775 2.5306 2.5472
H15 4.4676 2.0542 1.6237
C9 3.6946 -1.8533 -0.4034
N3 2.3668 -1.9536 0.1689
N4 2.3182 -1.7751 1.4936
C10 1.1756 -1.7360 2.1043
C11 -0.0355 -1.8277 1.3918
C12 0.0258 -1.9956 0.0021
N5 -1.2304 -2.0076 -0.5235
C13 -2.1247 -1.8351 0.5044
C14 -3.5142 -1.7819 0.4822
C15 -4.1723 -1.6019 1.6792
C16 -3.4792 -1.4785 2.8860
C17 -2.1049 -1.5434 2.9253
C18 -1.4179 -1.7267 1.7285
H16 -1.5663 -1.4567 3.8566
H17 -4.0368 -1.3356 3.7993
H18 -5.2510 -1.5560 1.6875
H19 -4.0674 -1.8846 -0.4374
C19 -1.5490 -2.0086 -1.9362
C20 -1.6536 -0.5912 -2.4526
C21 -2.8778 0.0583 -2.5318
C22 -2.9483 1.3740 -2.9571
C23 -1.7943 2.0536 -3.3057
C24 -0.5710 1.4077 -3.2413
C25 -0.5002 0.0925 -2.8173
H20 0.4525 -0.4140 -2.7825
H21 0.3325 1.9262 -3.5275
H22 -1.8502 3.0813 -3.6315
H23 -3.9061 1.8695 -3.0130
H24 -3.7865 -0.4645 -2.2702
H25 -0.7427 -2.5311 -2.4555
H26 -2.4889 -2.5470 -2.0800
C26 1.2871 -2.1207 -0.6886
O3 1.4550 -2.3388 -1.8791
H27 1.2154 -1.6028 3.1737
H28 3.6769 -2.3133 -1.3927
H29 4.4049 -2.3628 0.2498

Values from the calculation:
Energy above the lowest of the compared OMol25 structures with the same formula, charge and spin ... 118.66 kJ/mol
Maximum force ... 1.0 eV/Å
M ... 459.550 u
Calculated total energy ... -41026.568 eV
SMILES string ... O=C(Cn1ncc2c3ccccc3n(Cc3ccccc3)c2c1=O)NCCCN1CCOCC1

---

A cluster of 2 separate species, CH10N3 in total. Source: the OMol25 dataset; level of theory: ωB97M-V/def2-TZVPD.

Positions of all 14 atoms, in Å:
N1 -0.4024 0.3782 1.9614
H1 -1.0493 0.1951 2.7237
H2 -0.3266 -0.2622 1.0942
H3 0.5226 0.6927 2.2379
H4 -0.8276 1.1612 1.4303
N2 -0.5844 0.7776 -1.0953
C1 0.3562 -0.3020 -1.4287
N3 0.5529 -1.1599 -0.2211
H5 -0.0582 1.5500 -0.6852
H6 -0.8360 1.1958 -1.9944
H7 1.2827 0.1321 -1.8052
H8 -0.0754 -1.0291 -2.1047
H9 -0.0673 -1.9102 0.0219
H10 1.5128 -1.4193 -0.1349

Values from the calculation:
Energy above the lowest of the compared OMol25 structures with the same formula, charge and spin ... 82.80 kJ/mol
Net charge ... +1
Maximum force ... 2.6 eV/Å
M ... 64.112 u
Calculated total energy ... -5662.770 eV

---

A cluster of 6 separate species, H12O6 in total. Source: the OMol25 dataset; level of theory: ωB97M-V/def2-TZVPD.

Positions of all 18 atoms, in Å:
O1 -1.7096 -1.0538 -1.5702
H1 -2.3392 -0.7057 -0.8838
H2 -1.3802 -0.2595 -2.0007
O2 -2.3263 1.1554 4.6431
H3 -2.9852 1.4153 5.2974
H4 -2.0900 1.9513 4.1629
O3 1.5973 -4.7655 -0.0704
H5 1.5135 -5.7150 -0.1430
H6 1.2347 -4.3937 0.7377
O4 -0.5176 -2.5655 0.3205
H7 0.2217 -3.0406 -0.0838
H8 -0.8178 -2.1450 -0.5064
O5 1.8748 6.0783 -1.0771
H9 1.4104 6.6550 -0.4575
H10 1.3973 6.2481 -1.8939
O6 1.2371 0.8082 -2.1711
H11 1.9373 1.4607 -2.2520
H12 0.4450 1.3444 -2.0753

Values from the calculation:
Energy above the lowest of the compared OMol25 structures with the same formula, charge and spin ... 181.49 kJ/mol
Maximum force ... 1.7 eV/Å
M ... 108.090 u
Calculated total energy ... -12479.233 eV
SMILES string ... O.O.O.O.O.O

---

A structure of composition C12H30ClF6NO13S2Zr. Source: the OMol25 dataset; level of theory: ωB97M-V/def2-TZVPD.

Positions of all 66 atoms, in Å:
Zr1 1.6469 10.8061 -15.9200
Cl1 5.5074 10.3352 -15.2449
O1 5.5893 10.0721 -13.8271
O2 4.1224 10.4398 -15.6295
O3 6.0823 11.6103 -15.4241
O4 6.1737 9.4319 -16.0905
C1 -0.8383 7.9447 -13.0915
F1 -2.1329 7.7395 -12.9756
F2 -0.2334 7.9049 -11.8763
F3 -0.3116 6.9732 -13.8704
S1 -0.5587 9.7493 -13.9334
O5 -0.5193 9.6655 -15.3677
O6 -1.5272 10.7158 -13.4117
N1 1.1680 10.1838 -13.9803
S2 1.5141 10.3603 -12.3800
O7 2.4666 11.4467 -12.2262
O8 0.4167 10.4474 -11.4797
C2 2.4502 8.6455 -11.9989
F4 2.1102 7.7681 -12.9342
F5 3.7754 8.8851 -11.9497
F6 2.0244 8.2570 -10.7703
C3 6.2976 12.9754 -19.9839
C4 5.8658 12.0934 -18.8276
O9 4.8981 12.7816 -18.0928
H1 5.4602 13.2478 -20.6262
H2 6.9604 12.4817 -20.6946
H3 6.7775 13.8571 -19.5590
H4 6.7466 11.8542 -18.2318
H5 5.5591 11.1067 -19.1746
H6 5.1637 13.6925 -17.9468
C5 2.3505 6.3332 -15.6124
C6 2.9005 7.7219 -15.8387
O10 1.8636 8.6631 -16.2429
H7 2.0604 5.8542 -16.5475
H8 1.4883 6.3679 -14.9465
H9 3.0656 5.7063 -15.0798
H10 3.7450 7.6625 -16.5253
H11 3.2550 8.1071 -14.8827
H12 1.3231 8.0151 -16.7007
C7 2.1813 12.8460 -19.8267
C8 1.8163 13.1836 -18.3833
O11 2.3984 12.2418 -17.4877
H13 3.2556 12.7319 -19.9718
H14 1.7652 13.5565 -20.5409
H15 1.7515 11.8920 -20.1324
H16 0.7297 13.1087 -18.3413
H17 2.1954 14.1706 -18.1184
H18 3.3178 12.4696 -17.6444
C9 6.3943 15.1168 -16.3531
C10 5.4987 16.1799 -17.0504
O12 4.5311 15.3953 -17.7647
H19 5.7981 14.4108 -15.7751
H20 7.1518 15.5552 -15.7034
H21 7.0040 14.4933 -17.0071
H22 6.0865 16.8326 -17.6958
H23 5.0044 16.8446 -16.3419
H24 3.9638 15.9426 -18.3127
C11 3.8380 13.8896 -13.5929
C12 3.1620 13.7325 -14.9262
O13 2.2594 12.6621 -14.7430
H25 3.2045 14.2416 -12.7788
H26 4.5899 14.6773 -13.6399
H27 4.3360 12.9655 -13.2993
H28 3.8504 13.4562 -15.7248
H29 2.6414 14.6553 -15.1822
H30 1.8325 12.9626 -13.9373

Values from the calculation:
Net charge ... +3
Maximum force ... 6.1 eV/Å
M ... 701.165 u
Calculated total energy ... -92773.806 eV
2S+1 ... 2

---

A cluster of 7 separate species, C32H41Cl6N3O2 in total. Source: the OMol25 dataset; level of theory: ωB97M-V/def2-TZVPD.

Positions of all 84 atoms, in Å:
Cl1 8.4617 0.1658 4.3381
C1 9.0124 0.7262 2.7241
C2 7.8846 0.8679 1.7189
Cl2 7.1845 -0.7333 1.2997
H1 9.6454 -0.0872 2.3753
H2 9.5706 1.6476 2.8463
H3 8.2245 1.3250 0.7956
H4 7.0590 1.4419 2.1308
Cl3 -2.9263 -2.9678 -4.1661
C3 -3.6594 -2.5626 -2.6130
C4 -5.1921 -2.4835 -2.7040
Cl4 -5.6186 -0.9074 -3.4226
H5 -3.2613 -1.6187 -2.2588
H6 -3.3252 -3.3548 -1.9441
H7 -5.6890 -2.7884 -1.7875
H8 -5.5135 -3.1785 -3.4781
Cl5 -8.2977 0.8083 2.2061
C5 -7.2526 -0.6131 2.3751
C6 -7.7088 -1.7498 1.4584
Cl6 -7.6223 -1.2035 -0.2491
H9 -7.2708 -0.9740 3.4014
H10 -6.2567 -0.2773 2.1037
H11 -8.6929 -2.1614 1.6677
H12 -7.0472 -2.6148 1.5287
C7 -2.1094 1.1788 -4.1884
C8 -1.2332 2.3601 -4.6081
C9 -1.4875 3.6472 -3.8440
C10 -2.5548 4.4619 -4.4226
N1 -3.4030 5.0826 -4.8815
H13 -1.4763 0.3282 -3.9214
H14 -2.7170 0.7704 -4.9984
H15 -2.7887 1.3716 -3.3624
H16 -1.4149 2.5778 -5.6625
H17 -0.1737 2.1187 -4.5336
H18 -0.6051 4.2974 -3.9003
H19 -1.6693 3.5618 -2.7709
C11 6.2092 4.1189 -3.9250
C12 5.1579 4.8142 -3.0836
C13 4.4655 3.9611 -1.9898
C14 5.4322 3.3945 -1.0675
N2 6.2175 2.9794 -0.3397
H20 6.7627 3.3687 -3.3615
H21 6.9228 4.8285 -4.3496
H22 5.7661 3.7046 -4.8340
H23 4.3644 5.1856 -3.7362
H24 5.5643 5.7191 -2.6273
H25 3.8659 3.1851 -2.4659
H26 3.7834 4.6168 -1.4493
C15 0.1477 -4.3256 5.9807
C16 -1.1040 -3.5681 5.5598
C17 -1.8701 -4.2211 4.4120
C18 -2.0599 -5.6712 4.5816
N3 -2.2516 -6.8012 4.6766
H27 0.8640 -4.4453 5.1608
H28 -0.0654 -5.3460 6.3020
H29 0.6659 -3.7875 6.7727
H30 -0.8728 -2.5250 5.3491
H31 -1.7339 -3.5314 6.4567
H32 -1.1835 -4.1080 3.5670
H33 -2.8741 -3.8488 4.2165
C19 -3.7753 -0.2275 -0.1024
C20 -3.6713 -1.2608 0.8268
C21 -2.4294 -1.6688 1.2752
C22 -1.2812 -1.0066 0.8368
C23 -1.3927 0.0327 -0.0973
C24 -2.6487 0.3887 -0.5986
C25 -0.2112 0.8473 -0.4914
O1 -0.3209 1.7949 -1.2297
C26 1.1143 0.4340 0.0496
C27 2.2684 1.0874 -0.3936
C28 3.5304 0.7278 0.0544
C29 3.6362 -0.2927 0.9913
C30 2.4938 -0.9087 1.4927
C31 1.2299 -0.5560 1.0227
C32 0.0133 -1.2616 1.5122
O2 0.0766 -2.0557 2.4209
H34 -4.7667 0.0682 -0.4271
H35 -4.5687 -1.7972 1.1101
H36 -2.3912 -2.5878 1.8445
H37 -2.7480 1.2336 -1.2617
H38 2.1098 1.8807 -1.1135
H39 4.3623 1.2067 -0.4335
H40 4.5983 -0.5533 1.4082
H41 2.5224 -1.6859 2.2451

Values from the calculation:
Maximum force ... 1.8 eV/Å
M ... 712.417 u
Calculated total energy ... -117549.017 eV
SMILES string ... O=C1c2ccccc2C(=O)c2ccccc21.CCCC#N.CCCC#N.CCCC#N.ClCCCl.ClCCCl.ClCCCl